Entry 1:
Below is a structure of composition C49H50BBrCl3CoN11O2S in a non-equilibrium geometry, with properties calculated with ωB97M-V with the def2-TZVPD basis set.

XYZ file:
```
119
Properties=species:S:1:pos:R:3:forces:R:3
Co 0.950 -1.396 1.387 -0.39 0.08 1.16
C 3.267 -2.810 -1.881 0.10 -0.18 0.18
C 4.298 -3.103 -0.796 -0.10 0.29 -0.01
C 5.235 -1.906 -0.605 0.06 -0.27 -0.11
C 3.752 -3.504 0.543 0.26 -0.56 0.33
C 4.338 -4.560 1.261 -0.08 -0.01 0.10
C 3.694 -4.571 2.472 0.13 -0.01 -0.14
N 2.787 -3.585 2.460 0.52 -0.53 0.28
N 2.807 -2.929 1.291 -0.25 0.59 -0.42
B 1.801 -3.299 3.582 -0.08 0.36 -0.67
N 0.403 -3.583 3.053 -0.26 -0.46 0.54
C -0.377 -4.617 3.380 -0.12 0.07 -0.08
C -1.489 -4.582 2.575 0.15 -0.05 0.09
C -1.310 -3.466 1.750 -0.10 -0.16 0.14
N -0.152 -2.874 2.061 -0.26 0.09 -0.23
C -2.267 -3.043 0.683 0.02 0.03 -0.14
C -1.934 -3.745 -0.634 0.06 0.14 0.14
C -3.695 -3.365 1.127 0.17 0.21 -0.04
N 1.878 -1.834 4.013 0.29 -0.15 0.74
C 2.382 -1.439 5.186 0.00 0.29 -0.01
C 2.214 -0.083 5.282 0.05 -0.26 -0.16
C 1.577 0.300 4.092 0.31 -0.06 0.46
N 1.386 -0.787 3.326 -0.17 0.15 -0.55
C 1.204 1.756 3.979 -0.29 0.16 -0.23
C 0.070 2.040 4.976 0.22 0.05 -0.02
C 0.845 2.340 2.624 0.13 0.00 0.10
H 3.676 -3.047 -2.860 0.02 0.06 -0.14
H 3.006 -1.761 -1.867 -0.05 0.15 -0.11
H 2.362 -3.389 -1.728 -0.17 -0.08 -0.05
H 4.895 -3.962 -1.126 -0.04 0.12 0.12
H 4.663 -1.033 -0.298 -0.01 0.05 0.00
H 5.754 -1.677 -1.533 0.06 0.11 -0.15
H 5.977 -2.124 0.160 0.09 0.05 0.08
H 5.119 -5.212 0.925 0.16 -0.11 -0.06
H 3.819 -5.196 3.335 -0.02 -0.11 0.15
H 2.043 -3.993 4.511 0.05 -0.22 0.26
H -0.103 -5.298 4.160 0.15 -0.10 0.14
H -2.304 -5.276 2.589 -0.18 -0.07 -0.03
H -2.162 -1.971 0.526 -0.01 0.03 0.00
H -2.103 -4.815 -0.553 -0.05 -0.22 0.01
H -0.895 -3.562 -0.883 0.09 -0.05 -0.12
H -2.557 -3.344 -1.428 -0.09 0.00 -0.17
H -3.833 -4.439 1.226 -0.05 -0.11 0.03
H -4.416 -3.014 0.396 -0.10 0.03 -0.08
H -3.918 -2.896 2.084 -0.08 0.01 0.08
H 2.835 -2.132 5.864 0.02 -0.26 0.10
H 2.498 0.564 6.088 0.06 0.10 0.15
H 2.093 2.293 4.340 -0.11 -0.11 -0.05
H -0.848 1.543 4.670 -0.08 -0.09 -0.08
H -0.122 3.110 5.024 -0.06 0.15 0.01
H 0.334 1.691 5.971 -0.06 0.01 0.09
H -0.149 2.037 2.328 -0.21 -0.05 -0.10
H 1.545 2.042 1.855 -0.02 0.07 -0.15
H 0.866 3.425 2.693 -0.04 0.16 -0.01
Br 0.289 7.519 0.125 0.02 -0.08 -0.08
C 1.032 6.204 -1.029 0.05 0.07 0.01
C 2.176 6.500 -1.766 -0.38 0.15 0.33
C 2.735 5.534 -2.566 -0.07 -0.74 -0.19
C 2.146 4.253 -2.675 -0.35 0.50 2.52
C 0.953 4.002 -1.951 0.52 -0.04 -0.34
C 0.425 4.957 -1.120 -0.16 0.39 0.06
N 2.745 3.329 -3.448 -0.46 -0.37 -1.98
N 2.266 2.168 -3.656 1.76 -0.06 -2.52
C 1.938 1.167 -2.873 -0.77 -0.65 2.05
C 1.134 0.115 -3.385 0.68 0.73 0.07
C 0.580 -0.852 -2.586 -0.21 -0.20 0.60
C 0.845 -0.877 -1.197 -0.62 -0.82 -0.30
O 0.434 -1.778 -0.376 0.01 0.19 -1.39
C 1.766 0.083 -0.690 0.80 0.86 0.09
N 2.092 -0.116 0.615 1.00 0.82 -0.74
C 3.141 0.531 1.095 -0.21 -0.23 0.22
C 3.868 1.453 0.344 -0.13 0.19 -0.74
C 3.474 1.748 -0.951 0.42 0.07 0.78
C 2.399 1.052 -1.502 -1.09 -0.47 0.10
H 2.620 7.482 -1.705 0.03 0.03 0.06
H 3.641 5.732 -3.116 0.07 0.00 -0.13
H 0.464 3.042 -2.053 -0.01 0.00 0.08
H -0.465 4.741 -0.548 -0.07 0.07 0.05
H 0.957 0.117 -4.448 -0.09 0.12 -0.17
H -0.041 -1.628 -3.008 -0.05 -0.12 -0.01
H 3.427 0.314 2.115 -0.09 -0.06 0.06
H 4.742 1.913 0.779 0.00 0.07 0.03
H 4.029 2.466 -1.538 -0.03 0.05 -0.04
Cl -0.336 2.846 -5.786 0.09 -0.01 -0.18
C -1.343 2.667 -4.403 -0.25 -0.03 0.28
C -1.689 1.405 -3.945 0.08 0.18 -0.06
C -2.481 1.290 -2.818 -0.01 0.09 0.05
C -2.985 2.408 -2.167 -0.12 0.06 0.06
C -3.969 2.267 -1.027 0.03 0.25 0.30
C -3.331 2.521 0.358 -0.46 0.39 -0.46
N -2.559 1.431 0.894 0.10 -0.24 0.10
C -2.833 0.803 2.077 0.02 -0.21 0.34
C -1.814 -0.074 2.296 -0.27 0.25 0.06
N -0.925 0.003 1.269 0.27 -0.06 -0.12
C -1.398 0.907 0.443 0.11 -0.08 -0.05
O -4.597 1.008 -1.001 0.20 -0.10 0.16
C -5.494 0.768 -2.078 -0.33 -0.05 -0.22
C -5.132 -0.474 -2.842 -0.07 0.33 -0.31
C -5.075 -0.569 -4.203 0.04 -0.37 0.19
Cl -5.365 0.687 -5.332 0.04 0.03 -0.06
S -4.661 -2.164 -4.741 -0.12 0.41 0.39
C -4.561 -2.703 -3.108 -0.05 0.08 -0.31
C -4.828 -1.713 -2.223 0.04 -0.05 -0.05
C -2.614 3.664 -2.639 0.17 -0.32 -0.26
Cl -3.168 5.109 -1.863 -0.12 0.19 0.09
C -1.789 3.800 -3.741 0.01 0.00 -0.12
H -1.342 0.526 -4.458 0.04 -0.09 -0.08
H -2.725 0.314 -2.430 -0.06 -0.14 -0.02
H -4.731 3.058 -1.149 0.20 -0.17 0.05
H -4.138 2.717 1.067 0.13 -0.02 -0.03
H -2.710 3.420 0.290 -0.12 -0.10 0.05
H -3.701 1.034 2.660 -0.19 0.08 0.04
H -1.657 -0.743 3.116 -0.01 -0.17 0.21
H -0.945 1.211 -0.482 0.13 0.10 -0.17
H -5.522 1.611 -2.776 -0.01 0.01 0.15
H -6.499 0.643 -1.648 0.15 0.09 -0.08
H -4.330 -3.732 -2.911 0.09 -0.17 0.08
H -4.797 -1.814 -1.153 -0.01 -0.12 0.14
H -1.506 4.779 -4.087 0.06 0.15 -0.04
```
Forces are in eV/Å.

Its charge is 0. Its multiplicity is 2. The value obtained for the energy relative to the best compared isomer or geometry (same formula, charge and spin) is 2.024 eV. The calculation puts the LUMO energy (alpha / beta) at -1.07 / -1.07 eV. The calculation puts the HOMO-LUMO gap (alpha / beta) at 5.25 / 5.24 eV.

Mulliken atomic charge list, values in e, 8 entries: Co -0.139; C -1.145; C 0.365; C -1.298; C 0.362; C -1.488; C -0.311; N -0.323



Entry 2:
Below is a structure of composition C20H15BBr2ClF2N3PtS in a non-equilibrium geometry, with properties calculated with ωB97M-V with the def2-TZVPD basis set.

XYZ file:
```
46
Properties=species:S:1:pos:R:3:forces:R:3
Pt 0.144 0.220 -0.163 -0.64 -0.80 0.49
Br -0.559 -0.787 6.545 0.04 0.05 -0.32
C -0.441 -0.425 4.680 -0.23 -0.23 -0.12
C 0.313 0.678 4.235 0.01 0.09 -0.01
C 0.376 0.889 2.877 0.13 0.30 0.51
N -0.255 0.148 1.972 -0.04 -0.20 -0.55
C -1.010 -0.928 2.397 -0.17 -0.22 -0.26
C -1.087 -1.224 3.782 0.09 0.18 0.36
C -1.650 -1.721 1.407 0.02 0.00 0.07
C -2.435 -2.871 1.690 -0.10 -0.24 -0.02
C -2.873 -3.660 0.666 0.00 0.07 0.16
Br -3.855 -5.248 1.031 0.12 0.24 -0.02
C -2.611 -3.319 -0.673 -0.04 0.02 0.05
C -1.918 -2.149 -0.882 -0.30 -0.45 -0.30
N -1.461 -1.386 0.093 0.88 0.69 0.22
H 0.820 1.324 4.931 0.09 0.07 -0.02
H 0.963 1.721 2.498 0.05 -0.09 -0.07
H -1.645 -2.080 4.127 -0.02 0.00 0.01
H -2.658 -3.141 2.708 -0.03 -0.06 0.10
H -2.931 -3.947 -1.487 -0.06 0.01 -0.11
H -1.724 -1.808 -1.889 0.14 0.01 -0.11
Cl 1.521 2.661 -0.753 -0.05 0.61 0.14
C 2.525 1.812 -1.881 0.19 -0.46 -0.25
C 3.786 2.303 -2.151 0.08 -0.03 0.01
C 4.642 1.551 -2.940 -0.08 0.06 -0.01
C 4.226 0.320 -3.420 0.08 -0.02 -0.07
C 2.946 -0.137 -3.169 -0.14 0.13 0.22
C 2.043 0.612 -2.413 0.27 0.24 -0.18
C 0.639 0.181 -2.191 -0.39 -0.02 0.35
H 4.104 3.247 -1.733 0.00 0.04 0.05
H 5.627 1.927 -3.161 0.15 0.01 -0.01
H 4.898 -0.290 -4.003 0.11 -0.04 -0.07
H 2.635 -1.104 -3.534 -0.07 -0.06 -0.12
H 0.482 -0.798 -2.655 -0.05 0.16 0.11
H -0.039 0.915 -2.651 0.07 -0.17 -0.07
F 2.706 -0.707 0.978 0.15 0.55 0.35
B 1.724 -0.981 0.125 -0.01 -0.09 0.00
F 1.903 -2.170 -0.438 -0.33 -0.36 -0.49
S -2.746 3.964 0.111 0.27 -0.69 -0.19
C -3.379 2.952 -1.122 0.14 0.12 0.15
C -2.656 1.806 -1.218 -0.62 0.22 -0.28
N -1.620 1.720 -0.348 0.71 -0.10 0.38
C -1.548 2.769 0.412 -0.51 0.66 0.12
H -4.225 3.262 -1.698 -0.24 -0.03 -0.17
H -2.871 0.987 -1.881 0.06 -0.07 -0.14
H -0.827 2.913 1.193 0.26 -0.08 0.13
```
Forces are in eV/Å.

Its charge is 0. Its multiplicity is 3. The value obtained for the energy relative to the best compared isomer or geometry (same formula, charge and spin) is 0.398 eV. The calculation puts the LUMO energy (alpha / beta) at 0.21 / -0.58 eV. The calculation puts the HOMO-LUMO gap (alpha / beta) at 5.63 / 8.02 eV.

Mulliken atomic charge list, values in e, 8 entries: Pt 1.216; Br -0.194; C 0.049; C -0.996; C -0.236; N 0.202; C 0.938; C -1.392



Entry 3:
Below is the molecule C5H7NO in a non-equilibrium geometry, with properties calculated with ωB97M-V with the def2-TZVPD basis set.

XYZ file:
```
14
Properties=species:S:1:pos:R:3:forces:R:3
C -2.042 -0.755 -0.282 -0.17 0.33 -0.74
C -0.788 -0.599 0.111 -1.05 -0.39 1.56
C 0.130 0.519 -0.104 -0.08 -0.03 -0.25
N -0.471 1.687 -0.474 0.05 0.38 0.09
C 1.477 0.383 0.043 -0.26 0.21 -0.14
C 2.050 -0.884 0.403 0.02 -0.60 0.23
O 1.419 -1.910 0.595 0.71 -0.21 -0.08
H -2.504 -0.077 -0.978 -0.28 0.02 -0.43
H -2.621 -1.617 0.049 0.12 0.35 0.00
H -0.567 -1.292 0.895 0.93 -0.22 -0.04
H 0.085 2.522 -0.377 -0.07 0.02 -0.14
H -1.442 1.797 -0.220 0.18 -0.03 -0.05
H 2.151 1.220 -0.098 -0.11 0.05 0.00
H 3.148 -0.903 0.536 0.03 0.13 -0.01
```
Forces are in eV/Å.

Its charge is 0. The SMILES is C=C/C(N)=C\C=O. The value obtained for the energy relative to the best compared isomer or geometry (same formula, charge and spin) is 1.565 eV. The calculation puts the LUMO energy at 0.22 eV. The calculation puts the HOMO-LUMO gap at 8.93 eV.

Mulliken atomic charge list, values in e, 8 entries: C -0.878; C -0.251; C 0.999; N -0.482; C -0.708; C -0.038; O -0.566; H 0.352



Entry 4:
Below is a cluster of 3 separate species, C3H8N2O2 in total in a non-equilibrium geometry, with properties calculated with ωB97M-V with the def2-TZVPD basis set.

XYZ file:
```
15
Properties=species:S:1:pos:R:3:forces:R:3
C 2.430 0.905 -0.891 -1.73 -2.63 -0.31
C 4.235 -0.593 -0.063 2.44 0.91 0.02
C 3.760 0.607 -0.313 -0.14 -0.26 0.58
N -10.242 -1.292 0.447 2.25 -1.11 -1.19
N 7.510 -0.714 0.098 0.50 0.98 1.12
O 7.667 0.290 0.885 -0.13 -1.43 -1.08
O 8.288 -1.675 0.258 -0.19 0.41 0.00
H 2.086 0.155 -1.733 0.69 1.13 1.80
H 1.764 0.768 0.023 0.05 0.57 -1.49
H 2.334 1.864 -1.348 -0.05 0.88 0.07
H 3.812 -1.420 -0.451 -2.14 -2.67 -1.51
H 5.243 -0.897 0.235 -0.21 1.10 0.72
H 4.183 1.423 0.208 0.96 1.02 0.09
H -9.411 -2.010 0.203 -2.31 1.64 0.89
H -10.804 -1.747 1.158 0.01 -0.53 0.30
```
Forces are in eV/Å.

Its charge is -2. The value obtained for the energy relative to the best compared isomer or geometry (same formula, charge and spin) is 0.000 eV. The calculation puts the LUMO energy at 4.78 eV. The calculation puts the HOMO-LUMO gap at 4.48 eV.

Mulliken atomic charge list, values in e, 8 entries: C -0.949; C -0.627; C -0.023; N -0.559; N 0.024; O -0.493; O -0.551; H 0.231



What is the energy relative to the best compared isomer or geometry (same formula, charge and spin) in the fourth record? 0.000 eV